# 1
This record from OMol25 describes a structure of composition C39H40BrMnN2OP. The level of theory is ωB97M-V with the def2-TZVPD basis set.

Structure (XYZ):
```
85
C39H40BrMnN2OP, DFT ωB97M-V with the def2-TZVPD basis set
Mn 0.37278 -1.77857 0.60188
N 2.94621 -2.35567 -0.90113
P 2.67976 -0.93487 0.05247
C 4.37264 -0.34235 0.33184
C 5.17229 -0.05109 -0.77532
C 6.49641 0.31015 -0.59175
C 7.02591 0.38337 0.69234
C 6.22894 0.10818 1.79271
C 4.90133 -0.25636 1.61517
C 1.97252 0.22167 -1.16905
C 2.31244 1.57105 -1.19064
C 1.55286 2.46560 -1.93225
C 0.44965 2.02177 -2.64818
C 0.11877 0.67366 -2.65264
C 0.87568 -0.22029 -1.91438
C 2.47263 -3.56124 -0.44550
C 3.02247 -4.77250 -0.87436
C 2.49563 -5.94924 -0.40303
C 1.46168 -5.91371 0.53658
C 0.97827 -4.69829 0.92437
N 1.44195 -3.52715 0.42391
H 3.73995 -2.39736 -1.52056
H 4.75434 -0.08529 -1.77600
H 7.11430 0.53980 -1.45009
H 8.06349 0.65863 0.82962
H 6.64299 0.17554 2.79047
H 4.27884 -0.46607 2.47719
H 3.15533 1.92827 -0.61270
H 1.81967 3.51501 -1.94077
H -0.15521 2.72702 -3.20449
H -0.72602 0.32081 -3.23099
H 0.63526 -1.27680 -1.95504
H 3.85205 -4.76426 -1.56876
H 2.88663 -6.89631 -0.75348
H 1.03343 -6.81687 0.94614
H 0.18006 -4.62190 1.64624
C -1.96167 5.99731 0.11091
C -0.57769 5.45558 0.47593
C -0.04507 6.25631 1.67153
C 0.35421 5.64497 -0.73286
C -0.60698 3.96347 0.79818
C 0.49297 3.34252 1.37366
C 0.48531 1.98061 1.53338
Br 1.96981 1.21323 2.45690
C -0.54575 1.11718 1.09978
O -0.27881 -0.20096 1.16973
C -1.71664 1.75267 0.63907
C -1.68577 3.14650 0.50480
C -3.07121 1.10556 0.29935
C -3.05686 -0.41391 0.35853
C -4.11683 1.60838 1.30973
C -3.50141 1.49394 -1.12732
H -1.89097 7.07326 -0.05914
H -2.68049 5.83316 0.91734
H -2.34766 5.54563 -0.80534
H -0.10784 7.32577 1.45800
H 0.99903 6.02444 1.89128
H -0.63897 6.05327 2.56531
H 0.40978 6.70140 -1.01029
H -0.02200 5.08320 -1.59201
H 1.36478 5.29288 -0.50873
H 1.34884 3.90960 1.71647
H -2.59032 3.61608 0.14906
H -2.72703 -0.78194 1.32878
H -2.40609 -0.81297 -0.41457
H -4.06401 -0.79946 0.17899
H -3.85312 1.29240 2.32191
H -5.09339 1.18354 1.06199
H -4.20987 2.69558 1.30490
H -2.71274 1.25195 -1.84470
H -3.74039 2.55365 -1.22155
H -4.39749 0.93030 -1.40053
C -1.08882 -2.82384 -0.03215
C -1.96466 -3.65771 -0.09593
C -3.01497 -4.63251 -0.08320
C -3.62702 -4.91943 1.14450
C -4.64945 -5.84977 1.21130
C -5.07382 -6.49900 0.05845
C -4.47058 -6.21752 -1.15896
C -3.44195 -5.29261 -1.23446
H -3.29003 -4.39790 2.03207
H -5.12230 -6.06610 2.16037
H -5.87720 -7.22304 0.10982
H -4.81001 -6.71943 -2.05553
H -2.97277 -5.07053 -2.18458
```

The HOMO energy (spin up / spin down) is -10.43 / -10.56 eV. Its HOMO-LUMO gap (spin up / spin down) is 6.29 / 7.08 eV. Its spin multiplicity is 5. For the energy above the lowest of the compared OMol25 structures with the same formula, charge and spin, the calculation gives 125.0 kJ/mol. The total charge is +1. The calculation puts the lowest unoccupied orbital energy (spin up / spin down) at -4.14 / -3.47 eV.



# 2
This record from OMol25 describes a cluster of 2 separate species, C39H40F6N3O in total. The level of theory is ωB97M-V with the def2-TZVPD basis set.

Structure (XYZ):
```
89
C39H40F6N3O, DFT ωB97M-V with the def2-TZVPD basis set
C -2.94668 -4.20834 0.31958
C -2.45809 -5.51825 0.94368
C -0.94382 -5.74602 0.85151
C -0.09943 -4.49002 0.80385
N 1.25710 -4.67843 0.88254
C 1.78420 -6.02183 0.69853
C 3.30563 -6.07077 0.70393
O 3.89168 -4.93143 0.06057
C 3.58599 -3.76034 0.82198
C 2.08602 -3.48478 0.81884
C -0.65988 -3.23161 0.68109
C -2.12011 -2.98741 0.77068
H -2.88140 -4.29058 -0.77192
H -3.99968 -4.05763 0.57303
H -2.74371 -5.53447 2.00206
H -2.96573 -6.36603 0.46696
H -0.65092 -6.38069 1.70281
H -0.77260 -6.36857 -0.04395
H 1.43069 -6.67778 1.50616
H 1.44309 -6.45637 -0.25959
H 3.64979 -6.14277 1.75604
H 3.64881 -6.92582 0.10756
H 3.94923 -3.84908 1.86649
H 4.11469 -2.94300 0.30644
H 1.87781 -2.92004 -0.11000
H 1.85341 -2.83738 1.68226
H -0.05278 -2.35073 0.46776
H -2.37121 -2.10090 0.16917
H -2.39903 -2.72841 1.80841
F -1.58509 7.93925 2.84251
C -2.03981 6.67977 3.09418
F -1.01264 5.97288 3.67373
F -3.02706 6.77244 4.05271
C -2.56973 5.95328 1.89313
N -3.06794 4.63396 2.32423
C -4.46757 4.53155 2.46071
C -5.28033 4.90429 1.37724
C -6.66407 4.80877 1.50184
C -7.23164 4.44640 2.73244
C -6.41919 4.08991 3.81744
C -5.03246 4.09644 3.67411
C -2.29108 3.50318 2.23149
C -2.79053 2.23426 2.62785
C -2.08888 1.07493 2.35389
C -0.86810 1.12446 1.61414
C -0.17425 -0.04947 1.21243
C 0.76532 0.01449 0.13115
C 2.09071 -0.45717 0.29762
C 3.05232 -0.28054 -0.67507
C 2.71587 0.30678 -1.91524
N 3.63398 0.37168 -2.94210
C 5.04461 -0.00674 -2.73668
C 5.84631 1.22743 -2.43495
F 7.19154 1.01163 -2.34605
F 5.63149 2.18535 -3.40481
F 5.42511 1.77534 -1.24223
C 3.20802 0.41300 -4.29433
C 2.76563 1.61676 -4.87189
C 2.40315 1.64188 -6.21707
C 2.41434 0.46329 -6.97226
C 2.85234 -0.73394 -6.39156
C 3.30739 -0.75150 -5.07564
C 1.40305 0.81699 -2.09124
C 0.45742 0.67509 -1.09722
C -0.33133 2.41723 1.32393
C -0.99503 3.57270 1.66335
H -3.41454 6.52987 1.50848
H -1.78008 5.88022 1.14358
H -4.80267 5.22461 0.44590
H -7.29077 5.01922 0.63037
H -8.31965 4.43842 2.84538
H -6.85149 3.78988 4.77392
H -4.36821 3.76139 4.47387
H -3.75332 2.18095 3.13166
H -2.47518 0.09976 2.66445
H -0.23574 -0.92848 1.85791
H 2.36488 -0.89117 1.26326
H 4.07127 -0.61323 -0.48647
H 5.16961 -0.69937 -1.90366
H 5.42787 -0.44287 -3.66252
H 2.71952 2.51218 -4.24496
H 2.10177 2.58675 -6.67019
H 2.08811 0.47611 -8.01712
H 2.84674 -1.66527 -6.96268
H 3.70653 -1.65943 -4.61356
H 1.14590 1.33810 -3.01497
H -0.54339 1.08654 -1.23563
H 0.63609 2.50473 0.83062
H -0.52820 4.53455 1.46413
```

The HOMO energy is -9.42 eV. Its HOMO-LUMO gap is 4.73 eV. The total charge is +1. The calculation puts the lowest unoccupied orbital energy at -4.69 eV.



# 3
This record from OMol25 describes a structure of composition C39H40GeN2OV. The level of theory is ωB97M-V with the def2-TZVPD basis set.

Structure (XYZ):
```
84
C39H40GeN2OV, DFT ωB97M-V with the def2-TZVPD basis set
V -0.53375 -0.22622 0.48937
C -1.40316 0.52793 3.50942
C -1.80697 0.89187 2.09145
C -3.09897 0.50174 1.65779
C -3.86124 -0.52475 2.45263
C -3.70089 1.15168 0.57516
C -5.17582 1.00705 0.31576
C -2.93147 2.01184 -0.22551
C -3.52600 2.69392 -1.42569
C -1.59305 2.27907 0.09413
C -0.80213 3.18094 -0.81497
C -1.05314 1.82799 1.33049
C 0.06111 2.63437 1.96435
H -1.31976 -0.55042 3.65573
H -2.16839 0.88475 4.20099
H -0.46423 0.98397 3.80524
H -4.51593 -0.03888 3.18124
H -3.20036 -1.19279 2.99841
H -4.48602 -1.13817 1.80592
H -5.39368 0.76757 -0.72372
H -5.66565 1.95707 0.54241
H -5.64405 0.24607 0.93010
H -3.01647 2.37032 -2.33665
H -3.40290 3.77541 -1.34959
H -4.58316 2.48977 -1.54719
H -1.04133 4.23293 -0.63594
H -1.03183 2.97010 -1.85837
H 0.26694 3.04873 -0.68644
H -0.39558 3.43249 2.55573
H 0.69778 3.10921 1.22361
H 0.70226 2.06250 2.62688
O -1.46418 -0.54176 -0.90655
C -2.38106 -1.51254 -0.96787
C -3.58753 -1.31318 -1.64186
C -4.53718 -2.31271 -1.68927
C -4.29240 -3.54738 -1.09322
C -3.08845 -3.77742 -0.46413
C -2.12125 -2.76899 -0.37742
C -0.82254 -3.02111 0.22107
N 0.05324 -2.09580 0.64777
C 1.17842 -2.78299 1.07111
C 0.97539 -4.11079 0.90955
N -0.28225 -4.24319 0.37967
H -3.74294 -0.36061 -2.13256
H -5.47340 -2.14220 -2.20389
H -5.03607 -4.33057 -1.13878
H -2.90693 -4.74230 -0.00673
H 2.05732 -2.29773 1.44793
H 1.60609 -4.95205 1.13505
H -0.71942 -5.11314 0.12516
C 3.99398 3.66456 -3.15075
C 3.30572 2.61699 -3.72440
C 2.57399 1.70022 -2.90840
C 2.55118 1.83036 -1.51749
C 3.22464 2.90068 -0.95504
C 3.96450 3.81293 -1.77158
Ge 1.85519 0.33788 -0.41197
C 2.80870 0.38554 1.33974
C 4.14951 0.74959 1.47252
C 4.77563 0.70789 2.71300
C 4.07491 0.30202 3.83719
C 2.73841 -0.05718 3.72637
C 2.11937 -0.00291 2.48879
C 2.32240 -1.26648 -1.49199
C 3.65348 -1.69300 -1.50467
C 4.04001 -2.74151 -2.32962
C 3.10354 -3.37326 -3.13426
C 1.77865 -2.95375 -3.12629
C 1.38987 -1.90076 -2.30870
H 4.54663 4.36185 -3.76398
H 3.33093 2.48420 -4.79894
H 2.04212 0.87676 -3.37322
H 3.19614 3.04141 0.11971
H 4.50173 4.63068 -1.30597
H 4.71990 1.05636 0.60220
H 5.81525 0.99697 2.80046
H 4.56454 0.26444 4.80080
H 2.18436 -0.37937 4.59925
H 1.06848 -0.27826 2.42033
H 4.38934 -1.20952 -0.87125
H 5.07245 -3.06776 -2.33872
H 3.40580 -4.19322 -3.77249
H 1.05216 -3.44125 -3.76431
H 0.35948 -1.56467 -2.31407
```

The HOMO energy (spin up / spin down) is -13.56 / -13.58 eV. Its HOMO-LUMO gap (spin up / spin down) is 6.15 / 6.69 eV. Its spin multiplicity is 2. For the energy above the lowest of the compared OMol25 structures with the same formula, charge and spin, the calculation gives 192.2 kJ/mol. The total charge is +2. The calculation puts the lowest unoccupied orbital energy (spin up / spin down) at -7.41 / -6.89 eV.



# 4
This record from OMol25 describes a cluster of 6 separate species, C39H40I2O11PS in total. The level of theory is ωB97M-V with the def2-TZVPD basis set.

Structure (XYZ):
```
94
C39H40I2O11PS, DFT ωB97M-V with the def2-TZVPD basis set
C -1.85174 -0.06583 -1.52647
C -0.68751 0.96117 -0.99819
C 0.25270 1.55573 -2.24400
I 1.89918 0.14150 -2.51256
P 0.82462 3.31272 -1.62837
S 1.24473 3.13865 0.46596
C 2.38060 3.82041 -2.66367
C 3.63495 4.10079 -1.61506
C 4.91272 4.82467 -2.36614
O 5.93035 5.21783 -1.35703
C -0.59685 4.50622 -2.07603
C -0.79885 5.76967 -1.05206
C -1.64701 5.41452 0.31816
I 1.05411 6.82382 -0.51406
H -2.95526 0.36100 -1.37938
H -1.78498 -1.08537 -0.93787
H -1.72591 -0.24112 -2.67837
H 0.04962 0.36049 -0.29394
H -1.21958 1.83329 -0.40260
H -0.41398 1.67085 -3.22245
H -0.01116 2.87755 1.08211
H 2.66357 2.97084 -3.45057
H 2.18818 4.82687 -3.25557
H 3.34854 4.78665 -0.70801
H 3.90766 3.04014 -1.15137
H 4.57547 5.79926 -2.94688
H 5.30935 4.06359 -3.16374
H 5.49410 5.37869 -0.45551
H -1.61823 3.89958 -2.14083
H -0.39102 4.92102 -3.16446
H -1.46446 6.56786 -1.63885
H -1.96212 6.43749 0.81832
H -2.66038 4.90587 -0.02958
H -1.05164 4.79268 1.11073
C 4.83066 -3.20304 -1.82665
C 4.28695 -2.09395 -1.31614
C 4.54967 -1.68340 0.07729
O 4.05085 -0.66950 0.54599
C 5.43726 -2.54459 0.88373
C 5.98097 -3.65368 0.37322
C 5.71825 -4.06423 -1.02021
O 6.21707 -5.07813 -1.48891
H 4.64770 -3.51885 -2.84647
H 3.63443 -1.45137 -1.89503
H 5.62022 -2.22878 1.90356
H 6.63349 -4.29626 0.95212
C -0.36698 -5.45103 -1.99134
C 0.57067 -4.89264 -2.76292
C 1.98643 -5.29874 -2.66329
O 2.84561 -4.78677 -3.36771
C 2.32542 -6.34634 -1.67971
C 1.38776 -6.90473 -0.90813
C -0.02799 -6.49863 -1.00776
O -0.88718 -7.01060 -0.30335
H -1.40977 -5.16421 -2.05122
H 0.33791 -4.12354 -3.48964
H 3.36820 -6.63316 -1.61983
H 1.62052 -7.67383 -0.18141
C -4.87601 -5.55707 -6.24553
C -4.21334 -4.72411 -5.43721
C -3.50246 -5.22006 -4.24227
O -2.89735 -4.45812 -3.50078
C -3.55087 -6.67150 -3.97622
C -4.21354 -7.50446 -4.78453
C -4.92441 -7.00851 -5.97948
O -5.52953 -7.77045 -6.72097
H -5.40325 -5.20966 -7.12563
H -4.16784 -3.65703 -5.61914
H -3.02363 -7.01890 -3.09612
H -4.25904 -8.57154 -4.60261
C -3.95879 2.53261 4.71891
C -2.88853 2.32971 3.94450
C -2.97113 2.45348 2.47581
O -1.99252 2.26598 1.76610
C -4.28109 2.81153 1.89650
C -5.35135 3.01444 2.67090
C -5.26875 2.89067 4.13960
O -6.24736 3.07816 4.84931
H -3.91557 2.44515 5.79767
H -1.92055 2.06720 4.35427
H -4.32431 2.89900 0.81773
H -6.31933 3.27695 2.26114
C 1.20177 1.89117 8.62884
C 0.77636 1.40044 7.46071
C -0.47312 1.88000 6.83779
O -0.86428 1.42997 5.76961
C -1.23299 2.92340 7.55452
C -0.80759 3.41413 8.72266
C 0.44190 2.93457 9.34558
O 0.83305 3.38460 10.41375
H 2.11556 1.54994 9.09978
H 1.32280 0.63538 6.92228
H -2.14679 3.26463 7.08358
H -1.35403 4.17919 9.26109
```

The HOMO energy is -11.81 eV. Its HOMO-LUMO gap is 7.91 eV. The total charge is +1. The calculation puts the lowest unoccupied orbital energy at -3.89 eV.



# 5
This record from OMol25 describes a structure of composition C39H40N6O5PS3Y. The level of theory is ωB97M-V with the def2-TZVPD basis set.

Structure (XYZ):
```
95
C39H40N6O5PS3Y, DFT ωB97M-V with the def2-TZVPD basis set
Y -0.10352 0.82275 0.99697
S 4.40089 7.23599 -0.18921
N 3.67125 6.70130 1.15655
C 3.07676 5.56643 0.85175
C 2.32148 4.72242 1.78202
C 2.20342 5.00853 3.08806
C 1.48446 4.08737 3.93988
C 0.94359 2.98416 3.37965
N 0.99104 2.62734 2.05524
C 1.73167 3.51565 1.20721
C 1.88522 3.17353 -0.08694
N 1.28965 1.95293 -0.53242
C 1.59362 1.55247 -1.79793
C 2.34419 2.22897 -2.69626
C 2.89552 3.50190 -2.28981
C 2.68334 3.94285 -1.03758
C 3.25831 5.18492 -0.52001
N 3.98649 6.04206 -1.20531
H 2.65934 5.90823 3.48227
H 1.37739 4.26199 5.00158
H 0.41177 2.29529 4.01885
H 1.19118 0.58298 -2.07404
H 2.51798 1.82012 -3.68154
H 3.50057 4.09457 -2.96513
C -2.25896 2.88637 3.31672
O -1.60585 1.62674 3.20003
C -1.67790 0.86271 4.37805
C -1.02022 -0.46196 4.07846
O 0.21933 -0.23349 3.40625
C 1.37500 -0.24903 4.22921
H -3.31443 2.73755 3.55135
H -2.16461 3.38815 2.35858
H -1.76881 3.48516 4.08869
H -2.71947 0.69882 4.68026
H -1.16255 1.39580 5.18959
H -1.64100 -1.03514 3.39390
H -0.86314 -1.03797 4.99457
H 1.43575 -1.19967 4.76696
H 1.36665 0.58035 4.93835
H 2.23890 -0.13742 3.57765
O -2.06993 -0.48457 1.21521
S -3.05155 0.58988 0.87146
O -4.02707 0.86610 1.88272
O -2.24745 1.73202 0.37950
C -3.93800 -0.03914 -0.52290
C -5.32434 -0.09197 -0.44678
C -6.04110 -0.62336 -1.50638
C -5.37349 -1.10217 -2.62483
C -3.99109 -1.03894 -2.69201
C -3.24937 -0.50187 -1.64497
P -1.40595 -0.41441 -1.76785
C -1.25072 0.46425 -3.36882
C -0.21156 0.23392 -4.26928
C -0.04438 1.04091 -5.38431
C -0.89619 2.11210 -5.60319
C -1.91745 2.37023 -4.70091
C -2.09383 1.55382 -3.59427
C -1.12163 -2.19653 -2.14410
C -0.81671 -2.74548 -3.38702
C -0.61527 -4.11457 -3.52569
C -0.72667 -4.95492 -2.42733
C -1.05514 -4.41972 -1.18757
C -1.24927 -3.05405 -1.04979
H -5.81617 0.28062 0.43999
H -7.12138 -0.66704 -1.45863
H -5.93229 -1.52651 -3.44923
H -3.47866 -1.40482 -3.57387
H 0.49675 -0.56775 -4.09821
H 0.76983 0.84371 -6.06967
H -0.75312 2.75460 -6.46215
H -2.57643 3.21534 -4.85189
H -2.88667 1.78100 -2.89199
H -0.75124 -2.11494 -4.26337
H -0.38101 -4.52288 -4.50073
H -0.57701 -6.02139 -2.54037
H -1.16408 -5.06693 -0.32517
H -1.52162 -2.64381 -0.08335
C 1.35180 -1.12977 0.60499
H 1.19076 -1.42040 -0.43463
H 2.40853 -0.93756 0.79652
C 3.13223 -3.56366 -0.69509
N 2.94554 -4.04736 0.67758
C 3.47348 -5.39871 0.93831
C 2.76853 -5.79553 2.22875
N 1.56108 -4.97192 2.13076
C 1.81383 -3.87774 1.37991
S 0.84848 -2.49348 1.62439
H 4.19204 -3.61402 -0.93526
H 2.80132 -2.53885 -0.78791
H 2.57024 -4.19635 -1.38642
H 4.55661 -5.37092 1.03291
H 3.20789 -6.06057 0.10882
H 3.34771 -5.51745 3.11153
H 2.53218 -6.85516 2.27146
H 0.95472 -4.85301 2.92871
```

The HOMO energy is -3.82 eV. Its HOMO-LUMO gap is 3.46 eV. For the energy above the lowest of the compared OMol25 structures with the same formula, charge and spin, the calculation gives 288.2 kJ/mol. The calculation puts the lowest unoccupied orbital energy at -0.36 eV.



Number 1: energy -5761.02781 Ha. Number 2: energy -2348.56989 Ha. Number 3: energy -4715.29931 Ha. Number 4: energy -3672.12443 Ha. Number 5: energy -3789.19353 Ha.